Molecular formula: C3H3N2S
Method: DFT, ωB97M-V/def2-TZVPD

Last column: Löwdin charge in e.
Cartesian coordinates (Å):
C (-1.2343, 0.4278, -0.3087)  0.062
C (0.4278, 1.4880, 0.1427)  -0.019
C (0.7816, 0.1576, 0.0620)  -0.027
N (-0.9442, 1.5974, -0.0368)  0.216
N (-0.3893, -0.5780, -0.1526)  -0.315
S (-0.5629, -2.3426, -0.6964)  0.909
H (1.0044, 2.3822, 0.2905)  0.138
H (1.7321, -0.3337, 0.1497)  0.139
H (-0.8152, -2.7988, 0.5495)  -0.103

Forces on atoms 1 to 6 (eV/Å):
C 1.594 2.588 -0.431
C 0.702 -0.060 -0.258
C 0.217 0.289 0.184
N -2.161 -2.041 0.200
N -0.996 -2.642 -0.082
S 0.271 1.845 0.688

Properties
ΔE to the lowest compared entry with this formula, charge and spin = 4.078 eV
Multiplicity = 1
Total charge = +1
Maximum force = 0.0597 Eh/bohr
HOMO energy = -0.5733 Ha

***

Molecular formula: C39H61BN9O3SSeSiV
Method: DFT, ωB97M-V/def2-TZVPD

Last column: Löwdin spin population.
Cartesian coordinates (Å):
V (-0.2379, 0.0906, -0.4039)  0.948
C (2.1172, 1.3573, 4.3087)  0.000
C (1.5605, 1.1404, 2.9067)  0.001
C (2.6905, 1.1165, 1.8857)  0.004
C (0.7118, -0.1028, 2.8378)  0.004
C (0.4322, -1.0323, 3.8485)  0.001
C (-0.4072, -1.9626, 3.2586)  0.004
C (-1.0475, -3.1702, 3.8788)  0.000
C (0.0057, -4.1101, 4.4620)  0.000
C (-2.0601, -2.7492, 4.9445)  0.000
N (-0.6126, -1.5893, 1.9856)  -0.001
N (0.0892, -0.4442, 1.7174)  -0.003
B (-1.5796, -2.1510, 0.8880)  0.000
N (-0.7062, -2.4267, -0.4299)  -0.002
N (0.6132, -1.9694, -0.4354)  -0.004
C (1.3210, -2.7948, -1.1889)  0.006
C (0.4621, -3.7463, -1.7763)  0.000
C (-0.7877, -3.4927, -1.2760)  0.003
C (-2.0489, -4.2527, -1.5837)  0.000
C (-3.2618, -3.3441, -1.7552)  0.000
C (-2.2870, -5.3998, -0.6003)  0.000
C (2.8322, -2.8236, -1.2530)  0.001
C (3.5460, -1.5100, -0.9819)  0.001
C (3.3302, -3.4510, -2.5533)  0.000
N (-2.7027, -1.0662, 0.6900)  0.002
N (-2.1494, 0.1582, 0.4885)  0.000
C (-3.0510, 1.0805, 0.7376)  0.006
C (-4.2497, 0.4578, 1.1023)  0.002
C (-3.9995, -0.9015, 1.0636)  0.005
C (-5.0238, -1.9888, 1.3206)  0.001
C (-6.0857, -1.4843, 2.3033)  0.000
C (-4.4956, -3.3338, 1.8013)  0.000
C (-2.7100, 2.5333, 0.5913)  0.001
C (-3.5572, 3.3904, 1.5274)  0.000
C (-1.2254, 2.8071, 0.8237)  0.004
H (2.7033, 2.2768, 4.3461)  0.000
H (2.7746, 0.5335, 4.5979)  0.000
H (1.3255, 1.4313, 5.0556)  0.000
H (0.9103, 1.9891, 2.6705)  0.000
H (3.3497, 0.2629, 2.0600)  0.000
H (3.2875, 2.0291, 1.9461)  0.000
H (2.3240, 1.0235, 0.8631)  0.003
H (0.7875, -1.0308, 4.8645)  0.000
H (-1.5821, -3.7029, 3.0928)  0.000
H (0.5604, -3.6203, 5.2660)  0.000
H (0.7271, -4.4220, 3.7062)  0.000
H (-0.4651, -5.0032, 4.8775)  0.000
H (-1.5596, -2.2348, 5.7683)  0.000
H (-2.5777, -3.6191, 5.3542)  0.000
H (-2.8058, -2.0653, 4.5349)  0.000
H (-2.0604, -3.1756, 1.2432)  0.000
H (0.7171, -4.5298, -2.4696)  0.000
H (-1.8471, -4.7136, -2.5560)  0.000
H (-3.4673, -2.7541, -0.8638)  0.000
H (-4.1529, -3.9358, -1.9755)  0.000
H (-3.1111, -2.6303, -2.5667)  0.000
H (-2.4370, -5.0458, 0.4202)  0.000
H (-1.4324, -6.0782, -0.5879)  0.000
H (-3.1689, -5.9725, -0.8943)  0.000
H (3.0979, -3.4990, -0.4288)  0.000
H (3.5281, -0.8602, -1.8534)  0.000
H (4.5939, -1.7162, -0.7552)  0.000
H (3.1146, -0.9750, -0.1395)  0.001
H (3.0150, -2.8723, -3.4240)  0.000
H (2.9801, -4.4744, -2.6866)  0.000
H (4.4206, -3.4779, -2.5649)  0.000
H (-5.1792, 0.9356, 1.3502)  0.000
H (-5.5299, -2.1591, 0.3622)  0.000
H (-5.6265, -1.2017, 3.2535)  0.000
H (-6.8162, -2.2708, 2.4988)  0.000
H (-6.6269, -0.6192, 1.9252)  0.000
H (-3.9357, -3.2342, 2.7357)  0.000
H (-3.8484, -3.8213, 1.0772)  0.000
H (-5.3435, -3.9950, 1.9898)  0.000
H (-2.9431, 2.7964, -0.4437)  0.000
H (-3.4043, 3.1077, 2.5718)  0.000
H (-4.6204, 3.2911, 1.3050)  0.000
H (-3.3008, 4.4461, 1.4185)  0.000
H (-0.9299, 2.5148, 1.8319)  0.000
H (-1.0069, 3.8679, 0.6805)  0.000
H (-0.5590, 2.3036, 0.0988)  0.002
O (6.3833, -1.9581, -8.1469)  0.000
S (4.9561, -1.8500, -7.9323)  0.000
O (4.3905, -2.8355, -7.0351)  0.000
O (4.1725, -1.5885, -9.1236)  0.000
C (4.8030, -0.2935, -6.9998)  0.000
N (5.5949, 0.7296, -7.3460)  0.000
C (5.4748, 1.8367, -6.6315)  0.000
C (4.6027, 1.9630, -5.5605)  0.000
C (3.8298, 0.8504, -5.2901)  0.000
N (3.9146, -0.2618, -6.0057)  0.000
C (2.8530, 0.7853, -4.1502)  0.000
C (2.9033, 1.6574, -3.0731)  0.000
C (2.0514, 1.4517, -2.0048)  0.003
N (1.1607, 0.4591, -1.9558)  0.006
C (1.0676, -0.3381, -3.0304)  0.001
C (1.9015, -0.2229, -4.1248)  0.000
H (6.1041, 2.6735, -6.9216)  0.000
H (4.5343, 2.8873, -5.0055)  0.000
H (3.6135, 2.4706, -3.0193)  0.000
H (2.1008, 2.1018, -1.1380)  0.001
H (0.3220, -1.1185, -2.9888)  0.000
H (1.8363, -0.9250, -4.9447)  0.000
C (-3.1038, 4.1525, -2.7800)  0.000
Si (-1.7357, 2.9918, -3.3477)  0.000
C (-1.8052, 2.9150, -5.2106)  0.000
C (-0.1363, 3.8557, -2.8935)  0.000
Se (-1.9738, 0.9550, -2.4881)  -0.004
H (-3.2378, 4.9763, -3.4870)  0.000
H (-2.8786, 4.5911, -1.8042)  0.000
H (-4.0500, 3.6128, -2.6963)  0.000
H (-1.8203, 3.9146, -5.6552)  0.000
H (-2.7008, 2.3806, -5.5352)  0.000
H (-0.9429, 2.3724, -5.6040)  0.000
H (-0.0999, 4.8648, -3.3150)  0.000
H (0.7189, 3.2988, -3.2767)  0.000
H (-0.0347, 3.9397, -1.8074)  0.000

Forces on atoms 1 to 6 (eV/Å):
V -0.561 0.013 -0.082
C 0.048 -0.010 0.085
C -0.097 -0.007 0.084
C 0.156 -0.067 -0.125
C 0.103 0.158 -0.103
C 0.008 -0.041 -0.091

Properties
Multiplicity = 2
Total charge = -1
Maximum force = 0.0132 Eh/bohr
HOMO energy (alpha / beta) = -0.1891 / -0.1752 Ha

***

Molecular formula: C30H41IrN2O3Sb2Si
Method: DFT, ωB97M-V/def2-TZVPD

Last column: Löwdin spin population.
Cartesian coordinates (Å):
Ir (1.0659, -0.9246, -0.3306)  1.097
C (0.8873, 3.1681, 1.0977)  0.024
Sb (-0.3947, 1.4659, 1.0056)  0.206
C (-0.8495, 1.3992, 3.0944)  0.051
C (-2.3526, 2.4220, 0.4556)  0.089
C (-2.1941, 3.7825, -0.1103)  0.121
C (-2.0389, 4.8610, 0.7544)  0.001
C (-1.8297, 6.1474, 0.2808)  0.151
C (-1.7345, 6.3946, -1.1027)  0.033
C (-1.8950, 5.3629, -1.9807)  0.057
C (-2.1855, 4.0494, -1.5226)  0.135
C (-2.5603, 3.0557, -2.4888)  0.153
Sb (-0.8592, 1.6570, -3.0239)  0.211
C (-1.6160, 1.0280, -4.9207)  0.018
C (0.4644, 3.1420, -3.8065)  0.021
H (0.4061, 3.9355, 1.7012)  0.003
H (1.1050, 3.5592, 0.1034)  0.000
H (1.8139, 2.8455, 1.5742)  0.001
H (-1.1970, 2.3937, 3.3727)  0.006
H (0.0520, 1.1545, 3.6550)  0.002
H (-1.6225, 0.6602, 3.2936)  0.001
H (-2.8272, 2.4543, 1.4351)  0.007
H (-2.8674, 1.7172, -0.1923)  0.004
H (-2.0947, 4.6848, 1.8232)  -0.002
H (-1.7333, 6.9683, 0.9812)  0.007
H (-1.5532, 7.3983, -1.4665)  0.000
H (-1.8644, 5.5528, -3.0480)  0.001
H (-2.7670, 3.4763, -3.4756)  0.015
H (-3.3530, 2.3784, -2.1753)  0.009
H (-2.1465, 1.8660, -5.3759)  0.005
H (-2.2912, 0.1825, -4.8037)  0.000
H (-0.7787, 0.7445, -5.5585)  0.001
H (-0.0566, 3.6675, -4.6079)  0.004
H (1.3498, 2.6540, -4.2135)  0.001
H (0.7620, 3.8450, -3.0292)  0.000
O (-3.2329, -5.5499, 2.4659)  0.001
C (-2.3148, -4.8526, 3.2802)  0.008
C (-1.5797, -3.8519, 2.4424)  0.068
C (-0.7639, -2.8682, 3.0594)  0.056
C (-0.0780, -1.9923, 2.2834)  0.035
N (-0.1180, -2.0157, 0.9201)  0.126
C (-0.8969, -2.9741, 0.3048)  0.104
C (-1.6389, -3.8847, 1.0781)  0.040
C (-0.8324, -2.9864, -1.1131)  0.156
C (-1.6121, -3.8098, -1.9491)  0.030
C (-1.3910, -3.8501, -3.2986)  0.103
C (-2.2058, -4.7303, -4.2110)  0.014
O (-1.4404, -5.2343, -5.2853)  0.002
C (-0.3660, -3.0257, -3.8494)  0.063
C (0.3332, -2.2080, -3.0320)  0.058
N (0.1178, -2.1436, -1.6795)  0.187
H (-3.7005, -6.2015, 2.9954)  0.000
H (-1.5757, -5.5309, 3.7223)  0.002
H (-2.8122, -4.3370, 4.1074)  0.002
H (-0.6876, -2.8075, 4.1386)  0.003
H (0.5510, -1.2316, 2.7232)  0.000
H (-2.2508, -4.6394, 0.6049)  0.001
H (-2.3855, -4.4253, -1.5068)  0.000
H (-2.9976, -4.1271, -4.6594)  0.006
H (-2.6896, -5.5170, -3.6299)  0.001
H (-1.0079, -6.0550, -5.0305)  0.000
H (-0.1405, -3.0716, -4.9072)  0.003
H (1.1130, -1.5678, -3.4288)  0.002
C (4.9561, 1.5380, 3.5504)  0.008
Si (4.6072, -0.2528, 3.2031)  0.028
C (3.9927, -1.1598, 4.7053)  0.000
C (6.0697, -1.1410, 2.4725)  0.014
C (3.2769, -0.3632, 1.8916)  0.285
C (2.4133, -0.5283, 1.0170)  0.122
H (5.7743, 1.6252, 4.2700)  0.001
H (4.0828, 2.0417, 3.9759)  0.000
H (5.2495, 2.0685, 2.6404)  0.000
H (4.7719, -1.1766, 5.4719)  0.000
H (3.7335, -2.1920, 4.4579)  0.000
H (3.1111, -0.6728, 5.1339)  0.000
H (6.8954, -1.1312, 3.1889)  0.002
H (6.4027, -0.6528, 1.5528)  0.000
H (5.8168, -2.1791, 2.2454)  0.000
O (2.9804, 0.5048, -2.1927)  0.008
C (2.2260, 0.0112, -1.5244)  0.029

Forces on atoms 1 to 6 (eV/Å):
Ir 0.233 0.634 0.345
C -0.059 -0.122 -0.145
Sb 0.072 -0.059 -0.304
C 0.084 -0.168 -0.126
C 0.378 0.046 -0.167
C -0.039 -0.075 0.222

Properties
ΔE to the lowest compared entry with this formula, charge and spin = 0.000 eV
Multiplicity = 5
Total charge = +2
Maximum force = 0.0217 Eh/bohr
HOMO energy (alpha / beta) = -0.3792 / -0.4985 Ha